DFT (ωB97M-V/def2-TZVPD) results for a 5-piece molecular cluster, C36H40F5IO18P overall.

As for the LUMO energy: -0.010 Ha. Its HOMO energy is -4.4 eV. Its total charge is -1. The orbital gap comes out at 0.15050 hartree.

Each line ends with the Löwdin charge.
Atoms and positions in Å:
C  -1.78  4.37  0.55  -0.14
O  -2.93  3.47  0.35  -0.27
C  -2.90  2.83  -0.98  -0.22
C  -1.75  1.64  -1.00  -0.24
C  -1.78  0.71  -2.37  -0.34
P  -0.07  -0.11  -2.51  0.41
O  -0.37  -0.45  -4.23  -0.40
C  -0.71  -1.87  -2.14  -0.33
C  -0.22  -2.44  -0.66  -0.33
C  0.34  -4.01  -0.75  -0.59
I  2.12  -4.09  0.56  0.74
C  1.71  -0.79  -2.64  -0.32
C  2.74  -0.27  -1.47  -0.24
C  3.83  0.86  -1.98  -0.10
C  3.45  2.40  -1.58  -0.19
F  2.00  2.70  -1.58  -0.01
F  3.96  2.81  -0.23  -0.02
C  4.15  3.49  -2.64  -0.16
F  5.63  3.42  -2.54  0.02
F  3.70  4.86  -2.22  0.00
F  3.68  3.30  -4.04  0.02
H  -1.75  4.85  1.64  0.10
H  -0.73  3.84  0.41  0.09
H  -1.79  5.27  -0.23  0.09
H  -3.94  2.44  -1.35  0.13
H  -2.56  3.67  -1.75  0.10
H  -0.71  2.21  -1.03  0.09
H  -1.75  0.99  -0.01  0.11
H  -1.91  1.49  -3.27  0.08
H  -2.70  -0.01  -2.44  0.07
H  0.45  1.17  -2.93  0.00
H  0.13  0.17  -1.10  -0.01
H  -0.02  0.32  -4.79  0.05
H  -0.27  -2.65  -2.93  0.08
H  -1.88  -2.00  -2.17  0.07
H  0.66  -1.79  -0.22  0.04
H  -1.19  -2.39  0.03  0.11
H  -0.51  -4.74  -0.35  0.04
H  0.69  -4.30  -1.84  0.06
H  1.78  -1.98  -2.62  0.08
H  2.19  -0.48  -3.68  0.09
H  2.22  0.15  -0.50  0.09
H  3.38  -1.21  -1.11  0.09
H  4.84  0.60  -1.39  0.13
H  4.10  0.77  -3.12  0.13
C  -0.90  -9.76  -1.95  0.07
C  -1.25  -8.53  -1.55  -0.20
C  -0.40  -7.75  -0.62  -0.28
O  -0.74  -6.62  -0.29  0.06
C  0.84  -8.37  -0.13  0.09
C  1.19  -9.60  -0.53  -0.21
C  0.35  -10.37  -1.48  -0.31
O  0.71  -11.49  -1.84  0.10
O  2.35  -10.20  -0.06  0.08
O  -2.42  -7.95  -1.99  0.08
H  -1.51  -10.34  -2.63  0.14
H  1.45  -7.80  0.56  0.13
H  2.38  -11.08  -0.50  0.11
H  -2.45  -7.07  -1.57  0.12
C  2.79  -1.00  5.72  0.08
C  2.53  -1.78  4.67  -0.20
C  2.07  -3.18  4.85  -0.30
O  1.81  -3.87  3.87  0.03
C  1.94  -3.70  6.23  0.08
C  2.21  -2.91  7.27  -0.21
C  2.64  -1.50  7.09  -0.31
O  2.87  -0.80  8.07  0.09
O  2.10  -3.39  8.57  0.07
O  2.66  -1.31  3.38  0.07
H  3.12  0.03  5.60  0.13
H  1.63  -4.72  6.35  0.14
H  2.35  -2.63  9.15  0.11
H  2.41  -2.07  2.80  0.04
C  1.47  3.25  5.52  0.08
C  0.36  3.75  6.07  -0.21
C  -0.97  3.54  5.44  -0.31
O  -1.98  4.00  5.97  0.10
C  -1.03  2.78  4.18  0.07
C  0.08  2.28  3.63  -0.20
C  1.41  2.47  4.28  -0.30
O  2.41  1.99  3.76  0.10
O  0.04  1.57  2.45  0.08
O  0.41  4.49  7.24  0.07
H  2.45  3.40  5.97  0.14
H  -2.00  2.65  3.72  0.14
H  0.97  1.32  2.26  0.12
H  -0.52  4.74  7.42  0.11
C  -5.26  7.32  -4.56  0.07
C  -4.54  6.97  -3.49  -0.20
C  -3.46  5.95  -3.58  -0.29
O  -2.81  5.67  -2.58  0.09
C  -3.23  5.30  -4.88  0.09
C  -3.95  5.64  -5.95  -0.21
C  -5.01  6.69  -5.87  -0.31
O  -5.64  6.99  -6.88  0.09
O  -3.73  5.04  -7.17  0.08
O  -4.77  7.56  -2.26  0.08
H  -6.04  8.06  -4.52  0.13
H  -2.45  4.55  -4.92  0.14
H  -4.38  5.45  -7.79  0.11
H  -4.13  7.14  -1.65  0.12



DFT (ωB97M-V/def2-TZVPD) results for C19H24ClNSiW as an isolated structure.

The multiplicity is 3. As for the LUMO energy (spin up / spin down): -0.029 / -0.062 Ha. The energy above the lowest of the compared OMol25 structures with the same formula, charge and spin comes out at 96.6 kcal per mole. Its HOMO energy (spin up / spin down) is -5.3 / -5.2 eV. Its total charge is 0. Its expectation value of S² is 2.017. The orbital gap (spin up / spin down) comes out at 0.16680 / 0.13031 hartree.

Each line ends with the Löwdin spin population.
Atoms and positions in Å:
C  2.80  2.02  1.39  0.08
C  2.71  2.35  0.00  0.02
C  2.78  1.15  -0.79  0.02
H  2.66  3.36  -0.37  0.00
C  2.80  0.06  0.14  -0.01
C  2.88  0.58  1.49  0.06
H  2.93  0.09  2.48  0.01
H  2.86  2.66  2.30  0.01
H  2.84  1.06  -1.88  0.00
H  2.81  -1.01  -0.16  0.00
W  0.93  1.26  0.83  1.43
Cl  -0.02  2.96  -0.36  0.13
C  -0.56  0.64  -3.30  0.03
C  0.39  -0.43  -3.32  0.02
C  1.62  0.09  -3.86  0.00
H  0.22  -1.44  -2.92  0.00
C  1.42  1.49  -4.14  0.02
C  0.09  1.83  -3.76  0.00
H  -0.36  2.83  -3.77  0.00
H  -1.60  0.54  -2.98  0.00
H  2.57  -0.46  -3.89  0.00
H  2.20  2.20  -4.47  0.00
C  0.09  1.30  3.31  0.06
Si  -0.83  -0.12  2.54  0.03
C  -0.17  -1.79  3.09  0.00
C  -2.65  0.28  2.54  0.01
N  -0.31  -0.20  0.72  0.03
C  -1.10  -0.98  -0.16  0.00
C  -0.59  -2.29  -0.39  0.01
C  -1.46  -3.24  -0.89  0.00
C  -2.79  -2.89  -1.18  0.01
C  -3.26  -1.57  -1.03  0.00
C  -2.38  -0.58  -0.60  0.01
H  -0.39  1.54  4.29  0.01
H  1.15  1.08  3.50  0.01
H  0.02  2.22  2.67  0.01
H  -0.28  -1.93  4.18  0.00
H  -0.68  -2.65  2.61  0.00
H  0.91  -1.88  2.85  0.00
H  -2.81  1.15  1.90  0.00
H  -3.27  -0.54  2.15  0.00
H  -2.99  0.53  3.55  0.00
H  0.41  -2.51  0.01  0.00
H  -1.09  -4.26  -1.04  0.00
H  -3.46  -3.66  -1.58  0.00
H  -4.32  -1.32  -1.24  0.00
H  -2.70  0.46  -0.45  0.00



DFT (ωB97M-V/def2-TZVPD) results for C42H47AlNO5PSTe as an isolated structure.

The multiplicity is 2. As for the LUMO energy (spin up / spin down): -0.074 / -0.134 Ha. The energy above the lowest of the compared OMol25 structures with the same formula, charge and spin comes out at 0.0 kcal per mole. Its HOMO energy (spin up / spin down) is -10.0 / -10.8 eV. Its total charge is +1. Its expectation value of S² is 0.755. The orbital gap (spin up / spin down) comes out at 0.29452 / 0.26478 hartree.

Each line ends with the Löwdin spin population.
Atoms and positions in Å:
Al  1.89  0.69  -0.05  0.00
O  3.82  1.23  3.28  0.00
S  3.02  1.65  2.18  0.00
O  3.69  1.87  0.88  0.00
O  1.92  0.67  1.82  0.00
C  2.19  3.15  2.57  0.00
C  2.28  3.65  3.85  0.00
C  1.59  4.82  4.17  0.00
C  0.83  5.46  3.21  0.00
C  0.75  4.94  1.92  0.00
C  1.43  3.78  1.58  0.00
P  1.33  3.08  -0.10  0.00
C  2.50  4.01  -1.12  0.00
C  2.67  3.58  -2.44  0.00
C  3.55  4.25  -3.27  0.00
C  4.27  5.34  -2.79  0.00
C  4.10  5.76  -1.48  0.00
C  3.21  5.10  -0.65  0.00
C  -0.33  3.52  -0.67  0.00
C  -0.59  4.63  -1.48  0.00
C  -1.88  4.90  -1.88  0.00
C  -2.93  4.08  -1.48  0.00
C  -2.68  2.98  -0.67  0.00
C  -1.38  2.69  -0.27  0.00
H  2.87  3.13  4.59  0.00
H  1.66  5.23  5.17  0.00
H  0.30  6.37  3.45  0.00
H  0.14  5.44  1.18  0.00
H  2.12  2.72  -2.81  0.00
H  3.69  3.92  -4.29  0.00
H  4.96  5.86  -3.44  0.00
H  4.66  6.61  -1.11  0.00
H  3.09  5.43  0.38  0.00
H  0.23  5.27  -1.79  0.00
H  -2.08  5.76  -2.51  0.00
H  -3.94  4.30  -1.80  0.00
H  -3.49  2.34  -0.36  0.00
H  -1.18  1.83  0.35  0.00
C  5.28  -1.83  -0.07  0.00
C  5.10  -1.49  -1.55  0.00
C  4.28  -0.23  -1.50  0.00
O  3.34  -0.50  -0.42  0.00
C  3.99  -1.34  0.59  0.00
H  6.13  -1.28  0.34  0.00
H  5.45  -2.89  0.11  0.00
H  4.55  -2.28  -2.06  0.00
H  6.05  -1.35  -2.07  0.00
H  3.69  -0.01  -2.38  0.00
H  4.88  0.65  -1.21  0.00
H  3.29  -2.14  0.82  0.00
H  4.17  -0.75  1.48  0.00
C  -0.56  -0.44  -2.66  0.00
C  0.40  -0.07  -1.58  0.01
O  1.44  0.66  -1.92  0.02
N  0.34  -0.36  -0.32  0.23
Te  -0.74  -1.95  1.04  0.45
C  -2.51  -2.51  2.14  0.11
C  -2.86  -3.85  2.27  0.03
C  -2.07  -4.97  1.65  0.01
C  -4.00  -4.17  3.01  0.01
C  -4.77  -3.19  3.62  0.00
C  -6.00  -3.56  4.41  0.00
C  -4.38  -1.87  3.50  0.00
C  -3.25  -1.50  2.77  0.01
C  -2.88  -0.05  2.67  0.02
C  -1.28  -2.94  -0.74  0.01
C  -2.55  -2.80  -1.30  0.01
C  -3.61  -1.91  -0.73  0.01
C  -2.83  -3.49  -2.48  0.00
C  -1.89  -4.29  -3.11  0.01
C  -2.22  -5.03  -4.38  0.00
C  -0.63  -4.39  -2.54  0.00
C  -0.30  -3.73  -1.37  0.01
C  1.09  -3.85  -0.82  0.01
H  -0.44  0.23  -3.50  0.00
H  -1.59  -0.40  -2.29  0.00
H  -0.37  -1.47  -2.99  0.00
H  -1.00  -4.86  1.85  0.01
H  -2.19  -4.99  0.56  0.00
H  -2.39  -5.93  2.04  0.00
H  -4.27  -5.21  3.12  0.00
H  -6.10  -4.64  4.51  0.00
H  -6.90  -3.18  3.91  0.00
H  -5.97  -3.12  5.40  0.00
H  -4.96  -1.09  3.99  0.00
H  -3.47  0.55  3.36  0.00
H  -3.06  0.34  1.66  0.00
H  -1.83  0.12  2.90  0.01
H  -3.20  -0.94  -0.42  0.00
H  -4.09  -2.35  0.14  0.00
H  -4.38  -1.71  -1.48  0.00
H  -3.81  -3.38  -2.92  0.00
H  -3.26  -4.91  -4.64  0.00
H  -2.01  -6.09  -4.27  0.00
H  -1.61  -4.65  -5.21  0.00
H  0.13  -5.00  -3.02  0.00
H  1.67  -4.56  -1.42  0.00
H  1.10  -4.20  0.21  0.01
H  1.60  -2.89  -0.85  0.00



DFT (ωB97M-V/def2-TZVPD) results for one molecule with the formula C4H9NO2.

As for the LUMO energy: 0.037 Ha. The energy above the lowest of the compared OMol25 structures with the same formula, charge and spin comes out at 44.6 kcal per mole. Its HOMO energy is -9.8 eV. Its total charge is 0. As for the SMILES: C[C@@H](CO)/N=C/O. The orbital gap comes out at 0.39793 hartree.

Each line ends with the natural charge from an NBO analysis.
Atoms and positions in Å:
C  -1.22  1.42  -0.08  -0.60
C  -0.40  0.24  0.40  -0.10
C  -1.07  -1.09  0.05  -0.06
O  -0.29  -2.20  0.44  -0.71
N  0.86  0.28  -0.27  -0.57
C  2.00  -0.02  0.20  0.41
O  2.94  0.12  -0.75  -0.67
H  -0.72  2.36  0.17  0.22
H  -2.22  1.42  0.38  0.21
H  -1.34  1.38  -1.17  0.21
H  -0.24  0.28  1.49  0.18
H  -2.02  -1.17  0.60  0.18
H  -1.30  -1.11  -1.02  0.16
H  0.47  -2.23  -0.16  0.47
H  2.20  0.40  -1.38  0.50
H  2.30  -0.35  1.19  0.18



| no. | strongest force on any atom (eV/Å) |
| --- | --- |
| 1 | 5.2 |
| 2 | 5.5 |
| 3 | 0.2 |
| 4 | 1.9 |